Record 1
Entry from the OMol25 dataset: a molecular structure, H10O13S2Zn (ωB97M-V/def2-TZVPD).

Last column: natural (NBO) charge in e.
Cartesian coordinates (Å):
Zn1 -0.55 0.08 -0.30  1.7567
S1 0.10 -3.05 0.49  2.6076
O1 1.56 -3.28 0.60  -1.0634
O2 -0.41 -3.56 -0.81  -1.1443
O3 -0.59 -3.72 1.62  -1.0943
O4 -0.24 -1.62 0.51  -1.2283
S2 1.25 2.50 0.71  2.6052
O5 1.62 3.01 2.04  -1.0647
O6 0.41 1.26 0.86  -1.2218
O7 0.35 3.49 0.04  -1.1319
O8 2.41 2.19 -0.10  -1.0776
O9 -0.85 1.79 -1.49  -1.0085
H1 -0.30 2.60 -1.49  0.5425
H2 -1.62 1.98 -2.02  0.4606
O10 -1.78 -0.87 -1.70  -0.9888
H3 -2.04 -0.67 -2.60  0.4758
H4 -2.06 -1.79 -1.54  0.5326
O11 -2.28 0.31 0.89  -0.9476
H5 -2.71 1.05 1.34  0.4914
H6 -2.98 -0.30 0.66  0.4834
O12 2.34 -0.46 2.23  -0.9620
H7 1.60 -0.11 1.69  0.5012
H8 2.19 -0.08 3.10  0.4488
O13 1.17 -0.32 -1.44  -0.9737
H9 1.39 -0.06 -2.34  0.4742
H10 2.03 -0.39 -0.97  0.5270

HOMO-LUMO gap   0.175 Eh
Energy relative to the best compared isomer or geometry (same formula, charge and spin)   0.425 eV
E_HOMO   -1.0 eV
Maximum force   3.5 eV/Å
Charge   -2

---

Record 2
Entry from the OMol25 dataset: C5H9NO in the gas phase (ωB97M-V/def2-TZVPD).

Last column: natural (NBO) charge in e.
Cartesian coordinates (Å):
C1 -1.68 -1.11 -0.04  -0.6128
C2 -0.55 -0.22 -0.53  -0.1650
C3 -0.68 1.32 -0.47  -0.4603
C4 0.68 1.33 0.16  -0.1240
C5 0.71 -0.08 0.41  -0.2195
N1 1.72 -0.99 0.55  -0.0720
O1 2.89 -0.27 0.38  -0.5459
H1 -2.54 -1.05 -0.72  0.2121
H2 -2.02 -0.79 0.95  0.2026
H3 -1.36 -2.15 0.03  0.2192
H4 -0.20 -0.53 -1.51  0.2090
H5 -0.74 1.78 -1.46  0.2187
H6 -1.51 1.71 0.13  0.2086
H7 0.23 -0.08 1.42  0.2488
H8 1.49 2.05 0.08  0.2008
H9 3.58 -0.91 0.61  0.4797

HOMO-LUMO gap (spin up / spin down)   0.294 / 0.333 Eh
Energy relative to the best compared isomer or geometry (same formula, charge and spin)   6.069 eV
E_HOMO (spin up / spin down)   -7.5 / -8.3 eV
Maximum force   2.7 eV/Å